C5H10O2 | ωB97M-V/def2-TZVPD

Energy relative to the best compared isomer or geometry (same formula, charge and spin) ... 40.1 kcal/mol
Structure (SMILES) ... CCO[C@@H](C)C=O
HOMO level ... -0.3519 hartree
Gap between HOMO and LUMO ... 0.390 Eh
LUMO level ... 1.03 eV

Atoms and positions in Å:
C1 -0.9673 0.3842 -2.0789
C2 -0.3804 1.2130 -0.9405
O1 -0.5741 0.5554 0.3079
C3 0.5580 -0.0561 0.8808
C4 0.2093 -0.4416 2.3145
C5 0.9206 -1.2997 0.0830
O2 2.0319 -1.5722 -0.2994
H1 -1.2384 1.0074 -2.9337
H2 -0.2845 -0.3905 -2.4398
H3 -1.8757 -0.0929 -1.6977
H4 0.6847 1.4416 -1.0903
H5 -0.9052 2.1709 -0.8563
H6 1.4192 0.6276 0.8688
H7 1.0629 -0.9180 2.8076
H8 -0.0661 0.4504 2.8831
H9 -0.6395 -1.1336 2.3417
H10 0.0446 -1.9459 -0.1508

---

C15H13CaF6N4O7S3 | ωB97M-V/def2-TZVPD

Energy relative to the best compared isomer or geometry (same formula, charge and spin) ... 23.4 kcal/mol
Charge ... -1
HOMO level ... -0.1708 hartree
Gap between HOMO and LUMO ... 0.270 Eh
LUMO level ... 2.71 eV

Atoms and positions in Å:
Ca1 -0.2623 0.7093 0.8843
F1 -2.0433 3.3203 0.8757
C1 -1.0699 4.1961 1.0696
F2 -1.5094 5.1820 1.8450
F3 -0.6962 4.7052 -0.1008
S1 0.4103 3.3861 1.8582
O1 1.0761 2.7083 0.7543
O2 1.0970 4.4134 2.5722
N1 -0.3407 2.2856 2.7745
S2 0.5821 1.7840 4.0393
O3 1.8621 1.3318 3.5892
O4 0.4737 2.6337 5.1819
C2 -0.4023 0.2575 4.5006
F4 -1.1983 0.5181 5.5318
F5 0.4463 -0.7001 4.8519
F6 -1.1663 -0.1863 3.4963
S3 -3.0204 0.4797 -0.4794
C3 -2.0376 1.2041 -1.7007
C4 -2.5086 1.4636 -3.0110
C5 -1.6812 2.0456 -3.9355
C6 -0.3671 2.3811 -3.5856
C7 0.0367 2.0869 -2.3041
N2 -0.7594 1.5126 -1.3950
H1 -3.5279 1.1952 -3.2509
H2 -2.0499 2.2456 -4.9354
H3 0.3141 2.8442 -4.2851
H4 1.0436 2.3032 -1.9665
N3 -1.4869 -3.2367 -1.7779
C8 -0.3064 -3.5847 -2.3275
O5 -0.1554 -4.5287 -3.0913
C9 0.8396 -2.7073 -1.9208
C10 2.0970 -3.2413 -1.6976
C11 3.1013 -2.4068 -1.2317
C12 2.8061 -1.0708 -1.0129
N4 1.6146 -0.5342 -1.2743
C13 0.6607 -1.3417 -1.7239
H5 -2.2932 -3.7807 -2.0308
H6 -1.5421 -2.5758 -1.0063
H7 2.2649 -4.2966 -1.8731
H8 4.0927 -2.7834 -1.0187
H9 3.5539 -0.3993 -0.6065
H10 -0.2985 -0.8818 -1.9342
C14 0.4362 -3.3268 1.8777
C15 0.2104 -1.9068 1.4176
O6 1.0492 -1.0170 1.7264
O7 -0.8132 -1.6384 0.7302
H11 1.1767 -3.3678 2.6724
H12 0.7960 -3.9112 1.0275
H13 -0.5052 -3.7690 2.2009